(1)
The following is a DFT calculation (wB97M-V/def2-TZVPD) of a 2-piece molecular cluster, C5H11O2 overall.

Each line ends with the natural charge from an NBO analysis.
Geometry (Å):
C 1.425 1.687 0.521  -0.697
C 2.932 1.551 0.813  -1.280
H 0.849 1.313 1.367  0.199
H 1.203 2.753 0.424  0.170
H 1.167 1.126 -0.378  0.187
H 3.212 2.106 1.715  0.149
H 3.222 0.500 0.910  0.179
H 3.538 1.961 -0.011  0.121
C -1.267 -0.940 -0.637  -0.517
C -2.231 -1.754 -1.498  -0.599
C -1.589 -1.068 0.860  0.753
O -2.722 -0.638 1.221  -0.825
O -0.726 -1.609 1.584  -0.784
H -0.237 -1.237 -0.818  0.196
H -1.332 0.111 -0.933  0.191
H -3.244 -1.362 -1.400  0.202
H -2.251 -2.797 -1.184  0.187
H -1.948 -1.704 -2.557  0.167

Atomic forces in eV per Å
C 0.67 0.08 0.48
C -0.20 0.16 -0.49
H -0.10 -0.19 -0.08
H -0.19 -0.06 -0.29
H -0.16 0.15 0.01
H 0.13 -0.08 0.07
H 0.02 0.02 0.18
H 0.01 0.02 0.09
C 0.07 0.13 -0.27
C 0.02 0.24 -0.10
C -0.32 -0.05 0.65
O 0.10 -0.03 -0.30
O -0.02 -0.05 -0.17
H 0.09 -0.18 0.07
H -0.10 0.06 0.08
H -0.04 0.00 0.07
H 0.06 -0.13 -0.02
H -0.03 -0.10 0.03

Properties
multiplicity = 2
expectation value of S² = 0.7505
HOMO energy (spin up / spin down) = 4.1 / -1.5 eV
relative energy (zero: lowest compared OMol25 entry of this formula, charge and spin) = 0.2475 eV
E = -9455.829 eV
total charge = -2
frontier orbital gap (spin up / spin down) = 2.163 / 7.609 eV
strongest force on any atom = 0.8 eV Å⁻¹


(2)
The following is a DFT calculation (wB97M-V/def2-TZVPD) of a 2-piece molecular cluster, C4H11INS overall at a distorted geometry.

Each line ends with the natural charge from an NBO analysis.
Geometry (Å):
C -2.063 1.827 0.294  -0.737
C 1.693 -3.036 -0.863  -0.626
C -0.658 1.424 0.607  0.459
C -0.048 0.029 0.642  -0.705
N 0.224 2.359 0.712  -0.656
S 0.328 -1.873 -1.503  -0.046
I 1.388 -0.330 2.200  0.218
H -2.519 1.509 1.397  0.290
H -2.818 1.216 -0.256  0.302
H -2.349 2.811 -0.048  0.274
H 1.847 -2.508 0.053  0.220
H 2.369 -2.827 -1.604  0.227
H 1.188 -4.008 -0.844  0.247
H 0.289 -0.293 -0.450  0.297
H -1.066 -0.345 0.765  0.245
H 0.016 3.362 0.657  0.436
H 1.048 -1.275 -2.390  0.130
H 1.133 1.958 0.631  0.427

Atomic forces in eV per Å
C -2.27 -2.63 3.34
C -3.69 1.15 0.47
C 1.16 0.80 -2.04
C -2.80 2.00 -0.37
N -0.73 1.05 -0.20
S -0.71 -2.02 -0.39
I -0.66 0.03 -0.70
H 0.65 1.51 -2.17
H 1.56 -0.53 -0.10
H 0.83 0.65 0.60
H 0.87 -0.75 0.79
H 2.23 -0.42 -1.31
H 0.81 0.21 0.19
H -0.33 0.48 2.09
H 0.65 -2.33 0.45
H 0.37 -0.61 -0.09
H 0.77 0.60 -1.19
H 1.28 0.81 0.63

Properties
HOMO energy = -12.3 eV
relative energy (zero: lowest compared OMol25 entry of this formula, charge and spin) = 1.9661 eV
E = -24742.978 eV
total charge = +1
frontier orbital gap = 7.977 eV
strongest force on any atom = 4.8 eV Å⁻¹


(3)
The following is a DFT calculation (wB97M-V/def2-TZVPD) of a 2-piece molecular cluster, C4H10N2 overall at a distorted geometry.

Each line ends with the natural charge from an NBO analysis.
Geometry (Å):
C -1.243 -1.962 0.207  -0.702
C -1.042 -0.469 0.185  0.171
N -1.451 0.353 -0.707  -0.667
H -2.164 0.016 -1.352  0.359
H -0.995 -0.092 1.282  0.169
H -0.585 -2.442 0.929  0.228
H -2.272 -2.183 0.490  0.233
H -1.080 -2.363 -0.792  0.225
C 1.012 1.928 -0.273  -0.730
C 1.252 0.522 0.187  0.339
N 2.140 -0.224 -0.320  -0.868
H 3.073 -0.163 0.085  0.421
H 0.653 0.274 1.213  0.108
H 1.248 2.032 -1.329  0.232
H -0.058 2.127 -0.180  0.246
H 1.512 2.647 0.375  0.236

Atomic forces in eV per Å
C 0.28 0.07 -0.62
C -3.59 0.02 1.61
N -0.49 0.26 1.71
H 1.16 -0.79 -0.85
H 0.76 -0.15 -2.07
H 0.08 -0.02 -0.10
H -0.10 0.09 0.12
H 0.08 -0.21 0.04
C -1.86 -0.30 -0.51
C 0.96 0.43 2.13
N 0.20 1.07 0.62
H -0.25 -1.27 -0.36
H 1.89 0.60 -1.87
H 0.43 0.16 0.11
H 0.03 0.27 0.03
H 0.43 -0.22 0.01

Properties
HOMO energy = -7.7 eV
structure (SMILES) = [H]/N=C\C.[H]/N=C\C
relative energy (zero: lowest compared OMol25 entry of this formula, charge and spin) = 4.8598 eV
E = -7285.760 eV
frontier orbital gap = 7.824 eV
strongest force on any atom = 3.9 eV Å⁻¹


(4)
The following is a DFT calculation (wB97M-V/def2-TZVPD) of a 2-piece molecular cluster, C5H11N overall.

Each line ends with the natural charge from an NBO analysis.
Geometry (Å):
C -1.482 -1.503 0.085  -0.423
N -0.533 -0.847 0.713  -0.179
C 0.839 -1.076 1.177  -0.213
C 0.119 0.193 1.127  0.065
C 0.409 0.385 -2.005  -0.867
C 0.074 1.669 1.171  -0.650
H -2.358 -0.962 -0.246  0.197
H -0.173 -0.426 -1.557  0.225
H -1.380 -2.572 -0.025  0.198
H 1.540 -1.383 0.387  0.169
H 0.944 -1.637 2.111  0.174
H 1.348 0.535 -1.463  0.205
H -0.176 1.309 -1.974  0.206
H 0.625 0.124 -3.042  0.212
H 1.059 2.087 0.933  0.229
H -0.642 2.065 0.443  0.229
H -0.211 2.040 2.164  0.222

Atomic forces in eV per Å
C -0.19 -0.09 0.09
N 0.11 0.28 0.10
C 0.21 -0.27 0.07
C -0.22 -0.13 -0.04
C 0.00 0.01 -0.07
C -0.04 0.05 0.01
H 0.10 -0.06 0.08
H 0.19 0.21 -0.16
H 0.01 0.13 0.08
H -0.07 0.12 0.10
H -0.05 0.02 -0.13
H -0.15 -0.05 -0.11
H 0.11 -0.13 -0.05
H 0.01 0.10 0.06
H -0.14 -0.09 0.02
H 0.08 -0.11 0.10
H 0.04 0.00 -0.13

Properties
HOMO energy = -6.7 eV
relative energy (zero: lowest compared OMol25 entry of this formula, charge and spin) = 3.9734 eV
E = -6849.555 eV
frontier orbital gap = 7.726 eV
strongest force on any atom = 0.3 eV Å⁻¹


(5)
The following is a DFT calculation (wB97M-V/def2-TZVPD) of a 2-piece molecular cluster, C17H22F3O4S overall at a distorted geometry.

Each line ends with the natural charge from an NBO analysis.
Geometry (Å):
C -4.399 -0.750 0.749  -0.621
C -3.122 0.057 0.766  -0.069
O -1.993 -0.773 0.795  -0.556
C -0.854 -0.011 0.768  0.734
C 0.372 -0.773 0.762  -0.449
C 0.233 -2.244 0.769  -0.617
C 1.651 -0.157 0.720  0.499
C 2.889 -0.992 0.749  -0.696
O 1.799 1.055 0.657  -0.673
O -0.893 1.214 0.748  -0.676
H -5.280 -0.109 0.744  0.198
H -4.435 -1.392 -0.131  0.198
H -4.450 -1.401 1.622  0.200
H -3.025 0.694 -0.125  0.180
H -3.057 0.715 1.644  0.178
H -0.821 -2.524 0.773  0.222
H 0.680 -2.681 -0.124  0.173
H 0.691 -2.679 1.656  0.169
H 2.674 -2.058 0.765  0.193
H 3.495 -0.780 -0.129  0.208
H 3.477 -0.748 1.633  0.207
C 0.923 -0.431 7.516  -0.636
C 0.161 -0.246 6.196  0.230
C 0.456 -1.371 5.191  -0.648
C -1.349 -0.148 6.451  0.061
C -2.027 0.994 6.068  -0.232
C -3.386 1.118 6.269  -0.190
C -4.083 0.087 6.859  -0.229
C -3.423 -1.061 7.246  -0.203
C -2.064 -1.177 7.041  -0.248
O 0.575 1.007 5.622  -0.682
S 2.082 1.003 5.032  0.471
C 2.138 2.770 4.580  0.833
F 2.812 3.411 5.549  -0.328
F 2.780 2.860 3.404  -0.295
F 0.880 3.231 4.481  -0.303
H 0.631 -1.346 8.030  0.208
H 1.996 -0.463 7.336  0.219
H 0.723 0.415 8.172  0.219
H 0.110 -2.336 5.555  0.211
H -0.037 -1.155 4.243  0.254
H 1.525 -1.445 4.999  0.218
H -1.465 1.788 5.606  0.243
H -3.903 2.016 5.966  0.210
H -5.143 0.174 7.020  0.204
H -3.969 -1.869 7.707  0.204
H -1.548 -2.072 7.338  0.204

Atomic forces in eV per Å
C 0.27 -0.41 0.02
C -0.36 0.81 -0.02
O -0.72 -0.36 0.00
C 3.24 0.69 -0.08
C -0.89 0.09 0.11
C -0.18 -0.73 -0.01
C -1.72 0.13 0.02
C 0.48 -1.00 -0.01
O 0.94 1.63 -0.04
O -1.05 -0.09 0.05
H 0.04 0.12 0.00
H -0.03 -0.01 -0.08
H -0.05 -0.01 0.09
H -0.35 0.03 0.27
H -0.35 0.03 -0.25
H 0.20 -0.12 0.01
H 0.15 -0.44 -0.07
H 0.15 -0.46 0.11
H 0.14 -0.14 0.02
H 0.05 0.12 -0.06
H 0.05 0.13 0.08
C -0.12 0.06 -0.07
C 0.00 -0.72 0.23
C -0.17 0.11 0.08
C 0.54 0.44 -0.30
C 0.26 0.34 -0.16
C -0.07 0.05 0.01
C -0.38 0.05 0.06
C -0.02 -0.19 0.10
C 0.35 -0.11 0.01
O -1.34 0.07 0.58
S 1.30 -0.07 -0.90
C -0.70 -1.82 -0.22
F -0.12 0.97 -0.57
F -0.27 0.66 0.99
F 1.08 0.53 -0.03
H -0.07 -0.06 -0.05
H 0.07 -0.08 -0.04
H -0.07 0.02 0.03
H -0.06 0.01 0.11
H -0.01 0.01 -0.06
H 0.06 -0.12 0.02
H -0.04 0.13 -0.10
H -0.02 0.11 -0.07
H -0.25 0.01 0.03
H -0.05 -0.12 0.05
H 0.10 -0.32 0.11

Properties
HOMO energy = -2.8 eV
E = -45163.717 eV
total charge = -1
frontier orbital gap = 5.370 eV
strongest force on any atom = 3.3 eV Å⁻¹


Question: strongest force on any atom of number 5 (C17H22F3O4S)?
Answer: 3.3 eV Å⁻¹


Question: What is the strongest force on any atom in the fourth record?
Answer: 0.3 eV Å⁻¹


Question: What is the E in the second record?
Answer: -24742.978 eV


Question: Which value of strongest force on any atom does entry 4 give?
Answer: 0.3 eV Å⁻¹